[1]
Density functional theory data (ωB97M-V/def2-TZVPD) for C38H37CeN5O6S as an isolated structure.

CARTESIAN COORDINATES (ANGSTROEM)
Ce 0.12841 -0.98369 -1.61321
C 2.75751 2.30485 2.89236
O 3.60810 1.17558 3.05562
C 3.26085 0.27965 4.03988
C 4.11914 0.20629 5.13074
C 3.86881 -0.64668 6.18780
C 2.73862 -1.45087 6.16263
C 1.90243 -1.41956 5.06580
C 2.15343 -0.58189 3.97704
N 1.20793 -0.64967 2.91908
C 1.35864 -0.62380 1.57361
N 2.60493 -0.65393 1.10605
C 3.17487 -0.55090 -0.18506
C 2.45452 -0.31556 -1.35804
C 3.21335 -0.22978 -2.54266
C 4.58532 -0.37261 -2.54929
C 5.27594 -0.59804 -1.36419
C 4.57677 -0.67029 -0.17438
O 5.13064 -0.87385 1.03957
C 6.54953 -0.85986 1.14102
N 0.28690 -0.67210 0.78542
C -1.03918 -0.54247 1.26647
C -1.97372 -1.51107 0.88585
C -3.31710 -1.40249 1.21952
C -3.75481 -0.30530 1.93869
C -2.85300 0.68028 2.31734
C -1.50642 0.57457 1.99873
O -0.59414 1.51773 2.31268
C -1.02297 2.62465 3.10062
H 3.19074 2.89420 2.08654
H 2.74214 2.90476 3.80581
H 1.73813 2.02872 2.62344
H 4.98217 0.85924 5.13309
H 4.54518 -0.67351 7.03074
H 2.51850 -2.11246 6.98884
H 1.03633 -2.07127 5.02987
H 0.29013 -0.95124 3.20937
H 3.33061 -0.67741 1.81421
H 2.71367 -0.03829 -3.49015
H 5.13345 -0.31631 -3.47990
H 6.34890 -0.72103 -1.38637
H 6.77273 -0.93806 2.20060
H 6.96681 0.07114 0.75232
H 6.99678 -1.70635 0.61680
H -1.62516 -2.39021 0.35963
H -4.00905 -2.18625 0.93727
H -4.79580 -0.20616 2.21498
H -3.21752 1.54302 2.85554
H -0.13344 3.21632 3.29629
H -1.44869 2.29561 4.05032
H -1.75017 3.23727 2.56317
N -2.49087 -0.22016 -1.81284
C -2.77349 1.17867 -1.58496
C -4.04641 1.62207 -1.34531
C -4.31456 2.98810 -1.14534
C -3.29925 3.89965 -1.19239
C -1.97175 3.47457 -1.41978
C -0.88039 4.37162 -1.43892
C 0.38350 3.88278 -1.61254
C 0.56484 2.50439 -1.78430
N -0.42951 1.63293 -1.80642
C -1.70012 2.09910 -1.61671
H -3.11447 -0.76574 -1.22690
H -2.73760 -0.44469 -2.77601
H -4.86242 0.90841 -1.31646
H -5.33198 3.30632 -0.96371
H -3.49987 4.95416 -1.05220
H -1.05981 5.43103 -1.30621
H 1.24260 4.53861 -1.61457
H 1.56205 2.09794 -1.90534
C -5.55513 -1.62834 -4.95051
C -4.22639 -2.10030 -4.43690
C -4.13174 -3.11266 -3.47986
C -2.90345 -3.55155 -3.01476
C -1.74050 -2.96384 -3.49581
C -1.81082 -1.95906 -4.46177
C -3.04735 -1.53748 -4.93005
S -0.13730 -3.35533 -2.80785
O 0.29986 -4.65886 -3.13053
O 0.70148 -2.22345 -3.29229
O -0.35263 -3.09182 -1.35095
H -6.36880 -1.94834 -4.30259
H -5.73843 -2.03916 -5.94504
H -5.57208 -0.54227 -5.03797
H -5.03790 -3.57807 -3.11328
H -2.84807 -4.36045 -2.29540
H -0.90134 -1.54905 -4.88170
H -3.09160 -0.77064 -5.69391

Calculated values
HOMO-LUMO gap (spin up / spin down): 5.72 / 5.73 eV
charge: +2
lowest unoccupied orbital energy (spin up / spin down): -7.19 / -7.19 eV
strongest force on any atom: 6.30 eV/A
2S+1: 1
E_HOMO (spin up / spin down): -12.91 / -12.91 eV


[2]
Density functional theory data (ωB97M-V/def2-TZVPD) for C35H75BCrF4NO25 as an isolated structure.

CARTESIAN COORDINATES (ANGSTROEM)
Cr 27.86536 22.64867 0.72818
N 25.03754 24.92933 -1.20873
H 25.74341 24.27511 -1.51508
H 24.26473 24.85410 -1.85464
H 25.36257 25.88048 -1.30764
H 24.65768 24.69438 -0.30286
C 26.15115 20.95773 -2.88084
C 27.29466 21.95379 -2.55281
C 27.56805 22.84546 -3.76056
O 27.09211 22.65701 -1.33368
H 25.38881 21.55389 -3.38236
H 25.82312 20.39490 -2.00693
H 26.53737 20.14365 -3.49420
H 28.21883 21.38400 -2.45615
H 28.54703 23.30752 -3.88788
H 26.90925 23.70950 -3.84726
H 27.44677 22.30584 -4.69981
B 24.63696 23.70406 1.57773
F 23.84159 23.30605 0.53052
F 24.40670 25.04593 1.62568
F 24.21161 22.99523 2.64305
F 25.91672 23.44199 1.29848
C 22.53730 17.62844 -0.45671
C 23.79334 17.24131 -1.19869
O 24.62491 16.42535 -0.33361
C 25.47283 15.54744 -0.80868
O 25.68174 15.43217 -2.02063
O 26.09686 14.90324 0.19730
C 27.03407 13.84459 -0.18973
H 21.86771 16.77528 -0.34771
H 22.04510 18.40846 -1.03758
H 22.77413 18.06323 0.51436
H 24.39724 18.10772 -1.46838
H 23.61499 16.67631 -2.11360
H 27.54856 14.06085 -1.12602
H 26.52767 12.88853 -0.32242
H 27.78319 13.79349 0.60040
C 32.03183 22.14561 -3.01398
C 30.94807 21.78847 -1.93790
O 31.62058 21.42134 -0.73880
C 30.93022 21.26380 0.36423
O 29.70624 21.51917 0.50428
O 31.70667 20.76413 1.38334
C 31.10565 20.82940 2.68001
H 31.51103 22.41751 -3.93210
H 32.79508 21.36776 -3.03631
H 32.59160 22.98657 -2.60465
H 30.35016 20.97409 -2.34702
H 30.25233 22.62056 -1.82985
H 30.89669 21.88750 2.83770
H 31.74402 20.33238 3.41046
H 30.15861 20.29648 2.76498
C 33.20354 27.93568 -5.04669
C 33.15650 26.44735 -4.80490
O 31.80189 25.97648 -4.58996
C 31.30229 25.90248 -3.34969
O 31.95037 25.91872 -2.30056
O 29.98407 25.59944 -3.46744
C 29.12962 25.58105 -2.36348
H 33.11508 28.53297 -4.13920
H 32.53534 28.37031 -5.79013
H 34.25830 28.01983 -5.30840
H 33.83307 26.08828 -4.02939
H 33.47510 25.93973 -5.71535
H 29.16516 26.48817 -1.76017
H 29.37040 24.77058 -1.67554
H 28.10693 25.41050 -2.69981
C 30.42232 19.72517 -5.37682
C 30.96828 20.34532 -6.67335
O 31.16461 21.75811 -6.49695
C 30.74973 22.64777 -7.38199
O 30.25643 22.37928 -8.46617
O 31.05927 23.83482 -6.92609
C 31.02253 24.94155 -7.83639
H 29.57001 20.29820 -5.01171
H 31.16350 19.90121 -4.59724
H 30.08993 18.69833 -5.52925
H 30.45564 20.08237 -7.59864
H 31.96192 20.02352 -6.98514
H 31.68889 24.95085 -8.69892
H 31.41318 25.78648 -7.26931
H 30.01689 25.19009 -8.17553
C 27.81996 17.42791 -3.58445
C 28.87093 16.37052 -3.86469
O 30.06552 16.72192 -3.22264
C 31.22797 16.33047 -3.64887
O 31.42362 15.54007 -4.56765
O 32.12881 16.97828 -2.99863
C 33.53075 16.55918 -3.17311
H 27.43205 17.30522 -2.57322
H 27.06095 17.26342 -4.34927
H 28.21400 18.43371 -3.73003
H 29.12966 16.30224 -4.92133
H 28.40795 15.46654 -3.46900
H 33.80754 16.32045 -4.19999
H 33.73070 15.61570 -2.66520
H 34.23288 17.27376 -2.74358
C 27.12820 24.82558 -6.67379
C 26.49965 23.72947 -7.58045
O 25.17158 24.04133 -7.99837
C 24.31536 23.13174 -8.52115
O 24.46257 21.92944 -8.43733
O 23.20195 23.81037 -8.89647
C 22.20346 23.16562 -9.68750
H 26.49856 25.01314 -5.80403
H 27.36428 25.74491 -7.20969
H 28.03675 24.47965 -6.18088
H 26.49657 22.76052 -7.08123
H 27.13957 23.72218 -8.46281
H 21.84339 22.31957 -9.10213
H 22.64221 22.76723 -10.60231
H 21.27967 23.72509 -9.83484
C 29.27158 16.80040 -0.17996
C 28.86694 18.19017 0.12062
O 27.52186 18.14595 0.57543
C 26.90111 19.29244 0.78416
O 27.32435 20.46701 0.65207
O 25.59128 19.02012 1.14737
C 24.75730 20.06139 1.49178
H 29.20971 16.19291 0.72294
H 30.26371 16.80792 -0.63132
H 28.56405 16.45360 -0.93311
H 29.08165 18.67148 -0.83350
H 29.53824 18.61525 0.86679
H 25.15808 20.53319 2.38893
H 23.73688 19.71513 1.65590
H 24.64226 20.77001 0.67159
C 21.25627 25.33053 -6.70450
C 22.37043 25.01122 -5.67734
O 22.01760 23.87546 -5.00164
C 22.66137 23.54898 -3.81465
O 23.65375 24.14032 -3.37530
O 22.09277 22.45897 -3.28553
C 22.47725 22.04098 -2.02825
H 21.42688 26.31647 -7.13685
H 20.31868 25.36998 -6.15000
H 21.15518 24.58557 -7.49374
H 22.37058 25.79760 -4.92254
H 23.34460 24.88104 -6.14867
H 23.52583 21.74504 -2.05987
H 21.86134 21.22462 -1.65100
H 22.43706 22.85447 -1.30388

Calculated values
⟨S²⟩: 8.75
HOMO-LUMO gap (spin up / spin down): 5.80 / 8.22 eV
lowest unoccupied orbital energy (spin up / spin down): 0.41 / 0.37 eV
strongest force on any atom: 4.83 eV/A
2S+1: 6
E_HOMO (spin up / spin down): -5.40 / -7.86 eV


> Which of these has the lowest strongest force on any atom?

C35H75BCrF4NO25